# 1
The following is a quantum chemistry calculation of a structure of composition C15H20N9O4Pt, from the Open Molecules 2025 dataset.

- Max |F|: 6.0 eV/A
- Energy relative to the best compared isomer or geometry (same formula, charge and spin): 0.00 kJ/mol
- Multiplicity: 5
- E: -40715.303 eV
- Highest occupied orbital energy (spin up / spin down): -7.78 / -11.41 eV
- Charge: +1
- Frontier orbital gap (spin up / spin down): 4.86 / 4.57 eV

XYZ file:
```
49
C15H20N9O4Pt (the ωB97M-V functional and the def2-TZVPD basis)
Pt 0.000 0.000 0.000
C -0.429 -0.576 4.776
N 0.889 -0.388 4.172
C 1.831 0.307 5.054
C 0.980 -0.201 2.802
N -0.020 0.000 2.022
N 2.261 -0.275 2.297
C 2.736 -0.211 1.012
N 4.078 -0.394 0.930
N 2.016 0.000 -0.020
H -0.341 -0.951 5.801
H -1.012 -1.317 4.218
H -0.982 0.370 4.799
H 1.648 0.063 6.106
H 1.738 1.391 4.933
H 2.866 0.017 4.844
H -1.023 0.000 2.385
H 2.863 -0.815 2.893
H 4.591 0.139 1.622
H 4.432 -0.188 0.003
H 2.426 0.000 -1.008
O 0.000 0.241 -7.056
C 0.000 1.198 -6.211
O 0.000 2.432 -6.512
C 0.000 0.816 -4.746
C 0.000 -0.531 -4.374
C 0.000 -0.860 -3.030
N 0.000 0.040 -2.027
C 0.000 1.368 -2.368
C 0.000 1.773 -3.714
C 0.000 2.409 -1.237
O 0.000 3.650 -1.543
O 0.000 1.963 -0.040
H 0.000 -1.307 -5.132
H 0.000 -1.896 -2.714
H 0.000 2.834 -3.958
N -4.860 -1.786 -1.569
C -4.146 -0.888 -0.778
C -2.752 -0.869 -0.753
N -2.031 0.000 0.000
C -2.770 0.871 0.719
C -4.154 0.867 0.689
N -4.867 -0.011 -0.057
H -4.595 -2.745 -1.381
H -5.847 -1.624 -1.380
H -2.171 -1.560 -1.353
H -2.217 1.581 1.324
H -4.734 1.575 1.269
H 0.000 -1.718 0.000
```

---

# 2
The following is a quantum chemistry calculation of a structure of composition C26H40GeN5O6SZr, from the Open Molecules 2025 dataset.

- Max |F|: 0.7 eV/A
- Energy relative to the best compared isomer or geometry (same formula, charge and spin): 0.00 kJ/mol
- Multiplicity: 1
- E: -115976.732 eV
- Highest occupied orbital energy: -10.11 eV
- Charge: +1
- Frontier orbital gap: 7.49 eV

XYZ file:
```
80
C26H40GeN5O6SZr (the ωB97M-V functional and the def2-TZVPD basis)
Zr 0.202 0.475 0.120
O -0.746 4.674 0.083
C -0.368 3.593 0.478
N 0.577 2.736 -0.004
C 1.252 3.060 -1.171
O 1.008 3.898 -2.000
C 2.444 2.136 -1.341
C 3.464 2.473 -2.210
C 4.552 1.620 -2.287
C 4.556 0.461 -1.519
C 3.459 0.172 -0.729
N 2.411 0.999 -0.643
C -1.034 3.007 1.719
C -1.604 3.822 2.683
C -2.251 3.224 3.752
C -2.330 1.837 3.810
C -1.738 1.096 2.802
N -1.097 1.675 1.785
H 3.386 3.388 -2.779
H 5.386 1.852 -2.936
H 5.391 -0.225 -1.549
H 3.391 -0.743 -0.154
H -1.533 4.894 2.566
H -2.700 3.830 4.528
H -2.848 1.340 4.618
H -1.771 0.012 2.783
C -2.665 -2.680 -0.131
N -1.421 -2.773 -0.871
C -1.158 -4.142 -1.282
C -0.266 -2.068 -0.296
O -0.731 -1.186 0.740
C 0.723 -3.003 0.426
O 1.716 -2.192 1.076
C 1.568 -2.029 2.452
C 1.538 -0.557 2.828
O 1.342 0.333 1.970
N 1.705 -0.237 4.103
C 1.681 1.159 4.537
C 1.957 -1.242 5.135
H -2.657 -3.225 0.825
H -3.453 -3.110 -0.752
H -2.909 -1.641 0.076
H -1.970 -4.480 -1.928
H -1.089 -4.849 -0.441
H -0.239 -4.198 -1.861
H 1.255 -3.650 -0.266
H 0.203 -3.616 1.167
H 2.395 -2.519 2.974
H 0.629 -2.460 2.817
H 1.518 1.803 3.679
H 2.633 1.413 5.003
H 0.879 1.301 5.262
H 1.257 -2.072 5.060
H 1.819 -0.772 6.104
H 2.977 -1.623 5.079
C -3.357 2.967 -0.444
S -2.607 1.955 -1.714
C -3.969 0.810 -1.903
O -1.525 1.101 -1.073
H -3.520 2.366 0.451
H -4.304 3.306 -0.863
H -2.729 3.837 -0.254
H -4.834 1.376 -2.247
H -4.160 0.349 -0.935
H -3.696 0.058 -2.637
C -1.676 -1.064 -3.810
Ge 0.178 -1.289 -3.225
C 1.237 0.185 -3.976
C 0.878 -2.948 -4.016
C 0.489 -1.191 -1.311
H -1.837 -1.584 -4.755
H -1.894 -0.006 -3.966
H -2.339 -1.489 -3.057
H 1.186 0.195 -5.066
H 2.286 0.082 -3.689
H 0.875 1.152 -3.619
H 1.106 -2.762 -5.067
H 0.153 -3.759 -3.969
H 1.795 -3.271 -3.521
H 1.566 -1.366 -1.222
```

---

# 3
The following is a quantum chemistry calculation of a cluster of 13 separate species, C3H33N2O12 in total, from the Open Molecules 2025 dataset.

- Max |F|: 2.6 eV/A
- Multiplicity: 2
- E: -31179.096 eV
- Highest occupied orbital energy (spin up / spin down): -16.53 / -16.50 eV
- Charge: +2
- Frontier orbital gap (spin up / spin down): 8.71 / 4.19 eV

XYZ file:
```
50
C3H33N2O12 (the ωB97M-V functional and the def2-TZVPD basis)
C -3.175 -1.532 -1.456
C -2.863 -0.051 -1.773
N -0.195 0.128 0.568
C -1.379 0.270 0.067
N -1.527 0.301 -1.301
H -2.441 -2.014 -0.828
H -4.154 -1.534 -0.930
H -3.433 -2.073 -2.377
H -2.958 0.233 -2.813
H -3.661 0.572 -1.292
H 0.604 0.293 -0.071
H 0.032 0.328 1.542
H -2.258 0.363 0.722
H -0.743 0.591 -1.888
H -1.942 0.096 4.228
H -0.584 -0.048 3.421
O -1.431 0.412 3.477
H 1.218 2.801 -0.710
H 1.277 3.788 -1.797
O 1.017 2.864 -1.673
H -0.510 2.527 1.571
H -0.233 4.016 1.190
O -0.216 3.110 0.867
H 1.704 -1.510 -1.805
H 2.276 -0.865 -0.447
O 1.475 -1.256 -0.887
H 2.199 1.397 -3.036
H 1.038 1.729 -3.987
O 1.639 1.025 -3.725
H 4.001 0.467 -0.012
H 2.982 0.593 1.286
O 3.231 0.130 0.453
H 1.538 -1.058 -4.098
H 2.916 -1.082 -3.829
O 2.121 -1.481 -3.445
H -3.659 2.725 1.941
H -2.229 2.631 2.739
O -2.733 2.447 1.939
H -0.034 -3.820 -1.855
H 1.027 -3.103 -0.984
O 0.377 -3.829 -0.984
H 1.231 -1.556 3.695
H 0.193 -2.050 2.569
O 0.636 -1.279 2.994
H 3.607 1.957 2.623
H 2.906 1.089 3.638
O 2.812 1.410 2.732
H 0.024 -3.890 1.049
H -1.214 -2.946 1.072
O -0.510 -3.318 1.619
```

---

# 4
The following is a quantum chemistry calculation of a structure of composition C16H20BN8ORuS, from the Open Molecules 2025 dataset.

- Max |F|: 1.7 eV/A
- Energy relative to the best compared isomer or geometry (same formula, charge and spin): 39.83 kJ/mol
- Multiplicity: 6
- E: -44932.470 eV
- Highest occupied orbital energy (spin up / spin down): -21.67 / -21.53 eV
- Charge: +4
- Frontier orbital gap (spin up / spin down): 7.77 / 5.34 eV

XYZ file:
```
48
C16H20BN8ORuS (the ωB97M-V functional and the def2-TZVPD basis)
Ru 0.149 0.571 -0.161
C 1.946 0.767 -4.048
C 2.023 0.396 -2.715
N 0.903 0.756 -2.073
N 0.068 1.344 -2.988
C 0.711 1.347 -4.185
B -1.428 1.565 -2.677
N -2.005 0.233 -2.101
C -3.033 -0.585 -2.397
C -3.064 -1.650 -1.511
C -2.015 -1.433 -0.646
N -1.377 -0.286 -1.001
N -1.625 2.650 -1.468
C -2.313 3.743 -1.391
C -2.396 4.130 0.011
C -1.660 3.114 0.718
N -1.201 2.262 -0.131
N -2.157 1.995 -3.978
C -2.467 1.245 -5.003
C -3.013 2.117 -6.025
C -2.962 3.428 -5.437
N -2.415 3.377 -4.256
H 2.690 0.622 -4.816
H 2.832 -0.097 -2.197
H 0.285 1.780 -5.076
H -3.710 -0.392 -3.216
H -3.764 -2.473 -1.505
H -1.702 -2.026 0.200
H -2.703 4.246 -2.263
H -2.907 4.996 0.426
H -1.498 3.013 1.785
H -2.299 0.173 -5.052
H -3.287 1.857 -7.042
H -3.256 4.370 -5.883
O 1.680 1.167 0.894
S 2.375 1.470 2.302
C 3.905 0.502 2.289
C 5.045 1.485 2.562
C 4.690 2.838 1.935
C 3.192 3.086 2.110
H 3.956 0.043 1.299
H 3.809 -0.289 3.029
H 5.970 1.085 2.160
H 5.219 1.580 3.629
H 4.982 2.888 0.889
H 5.243 3.637 2.416
H 2.703 3.597 1.282
H 2.950 3.615 3.034
```

---

# 5
The following is a quantum chemistry calculation of a cluster of 2 separate species, CH4NO2 in total, from the Open Molecules 2025 dataset.

- Max |F|: 6.7 eV/A
- Energy relative to the best compared isomer or geometry (same formula, charge and spin): 507.93 kJ/mol
- Multiplicity: 3
- E: -6667.539 eV
- Highest occupied orbital energy (spin up / spin down): -11.21 / -16.00 eV
- Charge: +1
- Frontier orbital gap (spin up / spin down): 5.91 / 6.80 eV

XYZ file:
```
8
CH4NO2 (the ωB97M-V functional and the def2-TZVPD basis)
C -0.531 0.222 0.226
N 0.704 -0.460 -0.289
O -0.707 1.532 -0.127
O -1.580 0.524 -0.543
H -0.827 0.099 1.950
H 1.052 0.114 -1.149
H 0.464 -1.507 -0.514
H 1.425 -0.525 0.445
```